(1)
C31H36AsClPtSSbSe | the ωB97M-V functional and the def2-TZVPD basis

Output
- Total charge: +1
- Energy relative to the best compared isomer or geometry (same formula, charge and spin): 30.3 kcal per mole
- Frontier orbital gap: 6.129 eV
- Multiplicity: 1

Last column: Mulliken charge in e.
Positions of all 73 atoms, in Å:
Pt -0.73 0.82 0.42  1.733
Sb 1.80 0.71 -1.99  1.536
Se -1.52 2.77 -0.53  -0.632
As -2.79 -0.08 -0.33  -0.594
Cl -5.07 0.89 5.38  -0.203
S 1.12 -0.54 -0.15  -0.665
C -4.33 0.35 0.80  -0.363
C 0.06 2.24 -3.94  -0.369
C -3.68 -2.89 -0.23  -1.169
C 2.69 2.53 -1.44  0.623
C 3.94 4.91 -0.82  -0.496
C 2.33 3.21 -0.29  -0.298
C 3.33 -0.79 -4.18  -0.241
C -1.32 1.29 -5.66  -0.528
C 4.41 -1.47 -4.73  -0.673
C -1.78 -0.43 3.56  -0.143
C 0.39 0.97 -3.51  0.405
C -4.67 1.82 0.91  -1.290
C -3.54 0.85 4.55  0.511
C 2.96 4.40 0.02  -0.645
C 4.50 -0.62 -2.09  -0.517
C 5.58 -1.30 -2.64  -0.680
C 3.68 3.03 -2.28  -0.511
C -0.80 2.40 -5.01  -0.707
C -2.45 -2.00 -0.12  -0.315
C 0.10 0.71 2.37  -1.899
C 3.38 -0.37 -2.86  0.408
C 5.53 -1.72 -3.96  -0.490
C 4.30 4.22 -1.96  -0.707
C -2.92 2.04 4.21  -0.803
C -3.35 0.28 -2.18  0.206
C -0.98 0.02 -5.23  -0.741
C -1.72 2.00 3.53  -0.243
C -1.13 0.77 3.17  0.570
C -4.76 -0.16 -2.55  -1.292
C -2.97 -0.39 4.25  -0.966
C -0.13 -0.15 -4.15  -0.622
H 0.12 -1.15 -3.82  0.506
H -4.12 -2.86 -1.23  0.249
H 5.07 4.61 -2.61  0.404
H 1.54 2.82 0.35  -0.042
H 4.43 5.84 -0.57  0.392
H -3.46 -1.30 4.55  0.459
H -1.69 -2.25 -0.87  0.454
H 6.45 -1.49 -2.04  0.408
H -5.53 1.95 1.56  0.425
H -3.22 1.36 -2.29  0.397
H 3.98 2.49 -3.17  0.423
H 4.55 -0.30 -1.06  0.387
H -4.13 -0.09 1.79  0.264
H 4.38 -1.79 -5.75  0.418
H 0.75 1.59 2.42  0.616
H -3.38 2.98 4.47  0.459
H 6.37 -2.24 -4.38  0.399
H -1.98 1.41 -6.50  0.425
H -2.59 -0.19 -2.81  0.016
H -3.84 2.39 1.32  0.147
H -1.97 -2.11 0.86  0.282
H -4.89 -1.24 -2.53  0.237
H -1.23 2.93 3.24  0.381
H -3.41 -3.92 -0.02  0.407
H -4.45 -2.60 0.49  0.289
H -5.17 -0.21 0.36  0.586
H -4.91 2.26 -0.06  0.337
H 0.66 -0.21 2.52  0.775
H 2.68 4.93 0.91  0.433
H 2.47 -0.59 -4.80  0.390
H -1.38 -0.85 -5.74  0.458
H -4.97 0.17 -3.57  0.426
H -5.51 0.30 -1.91  0.291
H -1.07 3.39 -5.35  0.435
H -1.32 -1.38 3.33  0.419
H 0.47 3.12 -3.44  0.457

(2)
C31H36AsClPtSSbSe | the ωB97M-V functional and the def2-TZVPD basis

Output
- Total charge: +1
- Energy relative to the best compared isomer or geometry (same formula, charge and spin): 8.4 kcal per mole
- Frontier orbital gap: 7.513 eV
- Multiplicity: 1

Last column: Mulliken charge in e.
Positions of all 73 atoms, in Å:
Pt 0.63 0.06 -0.39  1.727
Sb -2.36 -0.70 0.81  1.058
Se 1.88 2.11 -0.27  -0.582
As 3.32 0.41 0.36  0.453
Cl 3.43 2.01 -6.35  -0.207
S -0.36 -1.83 0.55  -0.755
C -1.28 1.35 4.47  -0.630
C 2.51 1.16 -5.16  0.371
C -2.24 0.68 2.38  0.506
C 2.93 -0.10 -4.74  -0.998
C -3.06 1.81 2.38  -0.292
C 0.26 -0.90 -2.16  -1.311
C -4.95 -1.71 2.02  -0.388
C 6.13 0.99 1.05  -1.059
C -2.37 1.60 -1.18  -0.343
C 2.97 1.28 3.11  -1.240
C -4.79 -4.29 0.99  -0.639
C -4.28 0.51 -2.89  -0.685
C -3.78 -3.38 0.72  -0.586
C 1.04 -0.21 -3.23  -0.435
C -2.10 2.47 4.49  -0.438
C -1.34 0.45 3.42  -0.613
C 0.62 1.04 -3.70  0.314
C -5.96 -2.63 2.28  -0.647
C 5.09 1.18 -0.04  -0.732
C 3.48 -1.39 -0.42  0.017
C -3.91 -0.18 -1.74  -0.504
C -2.99 2.70 3.45  -0.770
C 1.35 1.72 -4.65  -0.939
C 3.26 0.05 2.27  -0.474
C -5.88 -3.91 1.77  -0.457
C 2.19 -0.77 -3.78  -0.105
C -3.87 -2.10 1.24  0.452
C 4.85 -2.01 -0.15  -1.261
C -2.95 0.37 -0.90  0.269
C -2.75 2.29 -2.32  -0.730
C -3.70 1.74 -3.17  -0.494
H 2.50 -1.76 -3.48  0.562
H -1.62 2.03 -0.51  0.499
H 2.97 1.02 4.17  0.414
H 3.28 -1.30 -1.48  -0.114
H -2.93 -3.68 0.13  0.367
H 4.90 2.24 -0.23  0.556
H 2.68 -1.96 0.04  0.344
H -0.81 -0.80 -2.31  0.545
H 7.08 1.43 0.74  0.395
H -2.31 3.25 -2.54  0.472
H 1.03 2.69 -5.01  0.440
H -4.37 -1.13 -1.51  0.435
H 5.40 0.73 -0.99  0.446
H 3.81 -0.54 -5.17  0.452
H -2.04 3.16 5.31  0.412
H -6.80 -2.33 2.89  0.403
H -0.28 1.47 -3.29  0.267
H -5.02 0.09 -3.55  0.427
H -0.59 1.17 5.29  0.437
H -3.75 1.99 1.57  0.429
H -6.67 -4.62 1.97  0.389
H 5.65 -1.46 -0.62  0.278
H -0.70 -0.42 3.40  0.398
H 0.49 -1.96 -2.08  0.632
H 4.86 -3.02 -0.56  0.433
H 3.73 2.06 2.97  0.267
H 5.06 -2.09 0.92  0.301
H -4.73 -5.30 0.59  0.407
H -3.62 3.57 3.46  0.413
H 4.21 -0.42 2.52  0.478
H 5.84 1.49 1.97  0.257
H 2.47 -0.70 2.37  0.428
H -3.99 2.28 -4.07  0.418
H -5.01 -0.71 2.44  0.376
H 6.32 -0.06 1.27  0.229
H 2.00 1.71 2.86  0.253

(3)
C31H36BrClF3LiMgNaO17S4V | the ωB97M-V functional and the def2-TZVPD basis

Output
- Total charge: +2
- Frontier orbital gap: 1.779 eV
- Multiplicity: 1

Last column: Mulliken charge in e.
Positions of all 97 atoms, in Å:
Br -4.65 -4.49 0.79  0.092
V -1.86 -6.17 2.14  1.554
Cl -6.51 -1.58 0.85  -0.163
S 7.62 -0.34 -5.68  1.166
S 0.32 0.79 -3.04  1.754
S 0.99 0.28 4.49  0.569
S -6.25 4.73 -5.05  1.248
Mg 7.14 -2.37 -3.61  1.003
Na 4.29 2.45 0.05  0.932
F 7.65 -1.81 -7.84  -0.166
F 7.54 -2.93 -5.96  -0.295
F 5.80 -1.88 -6.78  -0.186
O 7.12 0.80 -6.35  -0.569
O -0.63 -3.18 -0.49  -0.742
O 1.22 -2.41 7.92  -0.721
O -2.22 -0.80 -3.64  -0.555
O 9.03 -0.46 -5.55  -0.572
O -3.59 -2.09 0.98  -0.591
O -0.56 -6.99 2.64  -0.859
O 0.93 -0.36 -3.65  -0.643
O 6.91 -0.64 -4.37  -0.548
O 3.39 -1.65 12.69  -0.445
O -7.03 4.12 -4.01  -0.647
O -4.75 4.87 -4.54  -0.290
O 1.70 0.72 -0.28  -0.461
O -0.63 1.49 -3.83  -0.692
O 1.64 1.10 3.44  -0.628
O -3.40 -5.31 1.75  -0.817
O -6.25 4.17 -6.36  -0.609
C -2.16 -0.68 -0.13  0.551
C 1.43 -2.00 11.44  -0.330
C 4.53 0.04 -1.78  0.140
C 1.73 -2.23 9.04  0.751
C -5.89 -1.09 -0.68  0.573
C 7.11 -1.80 -6.66  0.685
C -2.62 -0.56 -2.53  0.363
C -6.62 6.44 -5.15  -0.953
C -0.34 1.27 5.18  -1.010
C -1.68 -0.30 -1.37  -0.347
C 0.89 -2.19 10.24  -0.502
C 0.36 0.33 -0.31  0.133
C -6.39 -0.37 -2.92  -0.940
C 1.59 2.00 -2.75  -0.928
C 2.04 0.34 5.95  -0.910
C -0.15 -0.04 0.92  -0.611
C 2.90 -1.83 11.61  0.239
C -5.03 -0.29 -3.20  -0.547
C -4.09 -0.61 -2.23  0.427
C -3.68 2.73 -5.14  -0.863
C 3.74 -1.87 10.38  -0.408
C 2.43 -0.54 -0.37  -0.240
C -0.38 0.25 -1.48  -0.015
C -3.50 -1.33 0.05  0.209
C -4.12 3.67 -4.04  -0.347
C 3.92 -0.30 -0.39  -1.104
C 3.92 -0.70 -2.98  -0.842
C 3.19 -2.06 9.18  -0.170
C -6.80 -0.76 -1.67  -0.448
C -4.53 -1.01 -0.96  -0.157
C -1.41 -0.54 1.03  -0.662
Li 1.43 -4.02 6.56  0.935
H -1.80 -0.86 1.98  0.599
H 3.35 0.00 -3.59  0.082
H 4.55 1.13 -1.94  0.122
H 2.96 -0.20 5.72  0.338
H -7.08 -0.12 -3.70  0.456
H 2.22 -1.08 0.56  0.544
H 3.78 -2.10 8.27  0.374
H 2.27 1.38 6.19  0.381
H -7.86 -0.82 -1.46  0.466
H 1.15 2.74 -2.08  0.412
H 0.83 -1.97 12.35  0.441
H -3.10 1.91 -4.73  0.153
H -0.77 0.75 6.03  0.379
H -1.09 1.40 4.40  0.325
H 0.05 2.24 5.48  0.357
H 1.53 -0.14 6.78  0.203
H -0.78 -2.74 -1.34  0.231
H 1.85 2.45 -3.70  0.456
H 4.06 0.55 0.27  -0.029
H -0.17 -2.32 10.09  0.422
H -3.09 3.26 -5.89  0.367
H 4.41 -1.13 0.11  0.402
H -4.79 3.18 -3.33  0.367
H 4.72 -1.03 -3.65  0.078
H -4.69 -0.01 -4.18  0.599
H -5.90 6.92 -5.81  0.320
H 5.58 -0.25 -1.72  0.362
H 3.35 -1.58 -2.72  0.402
H 4.80 -1.74 10.52  0.438
H -3.25 4.02 -3.48  0.225
H 0.45 0.06 1.81  0.482
H 2.43 1.57 -2.22  -0.015
H -7.62 6.53 -5.57  0.381
H 2.04 -1.16 -1.17  0.423
H -6.59 6.87 -4.15  0.316
H -4.54 2.32 -5.67  0.346

(4)
C31H36BrN3O11 | the ωB97M-V functional and the def2-TZVPD basis

Output
- Total charge: 0
- Energy relative to the best compared isomer or geometry (same formula, charge and spin): 70.8 kcal per mole
- Frontier orbital gap: 7.979 eV
- SMILES string: [H]/N=C(\N)NCCCCc1cc(CCCBr)c2c(c1)C(=O)c1ccccc1C2=O.O=C1OCCO1.O=C1OCCO1.O=C1OCCO1
- Multiplicity: 1

Last column: Mulliken charge in e.
Positions of all 82 atoms, in Å:
Br -3.26 2.39 4.85  -0.217
O 8.48 0.32 3.73  -0.563
O -2.86 3.55 -3.02  -0.275
O -2.21 3.34 -5.16  -0.337
O -4.91 0.29 1.22  -0.658
O -6.37 -4.30 -4.25  -0.332
O 10.43 0.73 4.78  -0.320
O -1.17 4.81 -3.81  -0.542
O -5.32 -2.84 -2.88  -0.482
O -7.02 -4.11 -2.11  -0.227
O -0.86 -3.19 0.04  -0.640
O 9.96 1.79 2.87  -0.272
N 7.89 -0.91 1.28  -0.644
N 6.30 0.56 0.13  -0.347
N 5.97 -0.06 2.43  -0.637
C 6.64 -0.12 1.34  0.401
C -4.24 -1.94 0.78  0.377
C 3.78 0.42 -0.28  -0.363
C -7.28 -5.37 -4.00  -0.343
C 0.02 0.94 -0.64  0.253
C -3.52 -4.37 0.38  -0.555
C -3.34 2.70 0.52  -0.900
C 11.62 1.40 4.38  -0.329
C -6.15 -3.67 -3.06  0.602
C -5.89 -3.84 1.02  -0.529
C -3.99 -0.40 0.83  0.395
C -2.00 3.98 -3.98  0.655
C -7.99 -4.92 -2.76  -0.330
C -1.58 -0.88 0.03  0.284
C -4.87 -4.83 0.65  -0.458
C -2.46 2.64 3.02  -0.500
C -5.60 -2.42 1.08  -0.637
C -1.79 -2.43 0.18  0.346
C 2.49 1.32 0.02  -0.569
C -3.22 -2.93 0.45  0.520
C 11.12 2.42 3.40  -0.308
C -3.67 2.91 2.05  -0.832
C -1.01 1.91 -0.29  -0.807
C -0.25 -0.50 -0.47  -1.017
C -3.84 2.73 -3.67  -0.247
C -2.62 0.11 0.35  0.613
C 1.44 1.33 -1.18  -1.261
C 9.52 0.89 3.79  0.586
C 5.02 1.29 0.21  -0.738
C -3.12 2.27 -4.91  -0.326
C -2.35 1.54 0.20  0.690
H 11.84 2.63 2.61  0.283
H -1.90 1.69 2.83  0.279
H 12.12 1.86 5.24  0.284
H 5.08 2.13 -0.54  0.408
H 3.72 -0.57 0.25  0.278
H 6.46 -0.63 3.14  0.272
H -5.12 -5.91 0.58  0.400
H -3.93 4.00 2.17  0.371
H 10.83 3.35 3.87  0.279
H 3.86 0.24 -1.39  0.307
H -2.88 3.64 0.11  0.426
H -3.80 2.13 -5.75  0.305
H -0.79 3.00 -0.43  0.319
H -1.80 3.54 3.12  0.410
H 8.39 -0.86 2.17  0.306
H 1.74 0.57 -1.96  0.426
H 7.03 1.25 -0.07  0.291
H -2.55 1.36 -4.75  0.259
H 1.38 2.31 -1.72  0.422
H -6.91 -4.25 1.25  0.351
H -4.72 3.34 -3.89  0.264
H 4.82 1.78 1.20  0.368
H -4.31 2.54 -0.03  0.280
H -8.87 -4.30 -2.98  0.265
H -6.71 -6.29 -3.85  0.261
H 12.30 0.67 3.93  0.263
H -7.96 -5.50 -4.85  0.297
H 2.80 2.38 0.21  0.475
H 1.98 0.83 0.89  0.280
H -4.13 1.90 -3.03  0.251
H -8.30 -5.75 -2.12  0.295
H 7.62 -1.88 1.09  0.256
H -4.57 2.36 2.41  0.458
H -2.73 -5.10 0.09  0.382
H 0.51 -1.29 -0.69  0.386
H -6.39 -1.69 1.37  0.363

(5)
C31H36N2O3V | the ωB97M-V functional and the def2-TZVPD basis

Output
- Total charge: +1
- Energy relative to the best compared isomer or geometry (same formula, charge and spin): 0.0 kcal per mole
- Frontier orbital gap (spin up / spin down): 7.310 / 7.433 eV
- Multiplicity: 1

Last column: Mulliken charge in e.
Positions of all 73 atoms, in Å:
V -0.93 0.30 0.79  -0.797
O 0.46 0.57 -0.87  -0.188
O 0.71 0.73 1.55  -0.296
O -1.46 -1.10 -0.46  0.330
N -1.75 1.58 2.11  0.464
N -2.16 1.46 -0.37  0.302
C -2.51 0.10 -3.76  -0.619
C -1.23 1.82 3.27  -0.463
C 3.69 -0.44 -2.14  1.245
C 2.27 1.32 -3.08  0.598
C -3.31 -2.21 1.67  -1.673
C -1.17 -1.05 2.04  -0.231
C -2.21 0.12 -2.38  0.592
C 5.39 0.96 -5.22  -1.537
C 2.51 0.33 -2.09  0.482
C -1.58 -2.21 -2.52  -0.738
C -2.97 -0.99 3.83  -1.680
C -1.69 -3.08 3.39  -1.798
C 3.99 -1.51 -1.11  -1.671
C -2.26 -1.81 2.73  2.256
C 0.18 1.08 5.14  -0.511
C -2.90 2.36 1.67  -0.906
C -2.56 2.73 0.24  -0.832
C -2.44 1.29 -1.62  -0.233
C 1.06 2.20 -3.10  -1.043
C 2.21 -0.12 4.73  -0.639
C 4.38 0.74 -4.14  0.540
C 4.59 -0.23 -3.16  -0.856
C -1.86 -2.20 -3.87  -0.509
C 2.03 0.01 3.37  -0.392
C 1.58 0.08 -1.01  0.229
C 1.28 0.42 5.63  -0.757
C -1.73 -1.05 -1.74  0.045
C 3.22 1.50 -4.08  -1.048
C -0.06 1.16 3.76  0.735
C -2.33 -1.03 -4.50  -0.796
C 0.89 0.62 2.85  -0.053
H -1.71 2.55 3.92  0.384
H 4.98 1.56 -6.03  0.368
H -0.55 1.51 5.82  0.453
H -3.78 1.72 1.68  0.214
H 1.15 2.95 -3.89  0.453
H 0.92 2.71 -2.15  0.260
H -3.40 3.20 -0.28  0.485
H -3.36 -0.05 3.44  0.211
H -3.81 -1.57 4.21  0.532
H 3.05 2.25 -4.84  0.333
H -4.05 -2.88 2.12  0.539
H 0.16 1.61 -3.29  0.075
H -2.29 -0.78 4.66  0.326
H -2.87 1.01 -4.23  0.427
H 1.94 -0.62 -0.24  -0.046
H -2.92 2.12 -2.15  0.282
H 2.77 -0.38 2.68  0.497
H 3.22 -2.28 -1.11  0.385
H 6.26 1.48 -4.82  0.315
H -3.82 -1.32 1.28  0.259
H -0.91 -2.82 4.10  0.437
H -0.20 -1.54 2.14  0.619
H -2.84 -2.73 0.84  0.293
H -1.23 -3.11 -2.03  0.495
H 5.50 -0.83 -3.19  0.394
H -3.08 3.23 2.30  0.536
H 1.44 0.33 6.70  0.426
H 3.09 -0.62 5.11  0.459
H -2.55 -1.04 -5.56  0.425
H -1.27 -3.74 2.63  0.416
H -2.47 -3.63 3.92  0.422
H 4.06 -1.09 -0.11  0.284
H 4.94 -1.98 -1.34  0.388
H 5.74 0.01 -5.63  0.386
H -1.72 3.42 0.24  0.286
H -1.74 -3.10 -4.45  0.429

(6)
C31H36N5O3SV | the ωB97M-V functional and the def2-TZVPD basis

Output
- Total charge: +1
- Energy relative to the best compared isomer or geometry (same formula, charge and spin): 0.0 kcal per mole
- Frontier orbital gap (spin up / spin down): 6.069 / 8.636 eV
- <S²>: 3.797
- Multiplicity: 4

Last column: Mulliken charge in e.
Positions of all 77 atoms, in Å:
V -0.64 0.13 0.00  0.466
S -1.60 -0.73 -2.34  0.175
O -3.33 -1.45 2.72  -0.527
O -1.33 1.96 -0.90  -0.539
O 2.83 2.03 2.96  -0.451
N -0.15 0.13 2.10  0.605
N 2.17 1.36 0.91  -0.017
N 1.05 0.74 -1.72  0.094
N -2.23 -1.00 0.79  0.881
N 0.61 -1.80 -0.60  -0.092
C 5.47 -1.30 0.64  -0.792
C 0.78 0.82 2.84  0.669
C -1.16 -2.49 -2.21  -0.871
C 2.14 -0.24 -1.82  0.914
C 0.70 1.01 4.20  -1.076
C -0.35 -2.86 -0.95  -0.947
C -4.96 -1.47 -1.66  -0.186
C 4.54 0.90 0.36  -0.123
C -1.36 -0.16 4.23  -1.138
C -1.23 -0.32 2.85  -0.052
C -5.88 0.64 -2.35  -0.512
C 4.50 -0.36 0.96  0.157
C -5.74 -0.73 -2.53  -0.820
C -3.47 -1.66 0.36  -0.280
C 0.44 1.05 -3.02  -1.011
C -5.27 1.26 -1.27  -0.931
C 3.51 1.96 0.72  -0.066
C 1.94 1.40 2.16  -0.037
C 6.47 -1.00 -0.27  -0.472
C -1.75 3.12 1.18  -1.520
C -4.32 -0.85 -0.59  -0.136
C 6.52 0.25 -0.86  -0.699
C -0.39 0.50 4.93  -0.890
C -4.49 0.52 -0.39  -0.032
C -4.21 -1.94 1.69  -0.586
C -1.37 1.95 0.34  0.946
C 3.79 2.64 2.07  -0.800
C 1.67 -1.68 -1.63  -1.318
C -0.40 -0.10 -3.56  -0.780
C -2.26 -0.92 2.11  0.347
C 5.55 1.20 -0.54  -0.528
H -6.23 -1.21 -3.37  0.429
H -4.39 -2.99 1.87  0.350
H -0.83 3.49 1.65  0.307
H 7.23 -1.74 -0.51  0.431
H 2.86 -0.02 -1.05  -1.179
H 1.21 1.29 -3.76  0.557
H 2.53 -2.31 -1.38  0.529
H 7.30 0.49 -1.56  0.411
H -6.49 1.22 -3.03  0.426
H 3.47 2.70 -0.08  0.636
H 3.72 -0.60 1.67  0.396
H -5.39 2.32 -1.11  0.417
H -2.24 -0.56 4.72  0.534
H -3.23 -2.61 -0.13  0.486
H -0.65 -2.78 -3.12  0.672
H 1.04 -2.02 0.29  0.331
H -0.18 1.93 -2.90  0.404
H -4.01 1.00 0.46  0.446
H 1.49 1.56 4.69  0.583
H 5.58 2.18 -1.01  0.420
H -2.10 -3.04 -2.20  0.468
H -1.01 -2.99 -0.10  0.355
H 3.61 3.71 2.05  0.283
H -2.21 3.91 0.59  0.386
H 4.79 2.43 2.46  0.394
H 2.66 -0.16 -2.78  0.474
H -5.15 -1.39 1.76  0.372
H 0.22 -0.93 -3.90  0.347
H -2.40 2.79 1.99  0.355
H -0.97 0.25 -4.42  0.606
H 1.40 1.58 -1.29  0.218
H -4.83 -2.53 -1.81  0.391
H 1.27 -2.07 -2.56  0.420
H 0.15 -3.82 -1.13  0.465
H -0.46 0.65 6.00  0.433
H 5.44 -2.28 1.11  0.423